# 1
DFT (ωB97M-V/def2-TZVPD) results for a 2-piece molecular cluster, CH4O4S overall in a non-equilibrium geometry.

As for the energy above the lowest of the compared OMol25 structures with the same formula, charge and spin: 6.062 eV. Its electronic energy is -739.40627 a.u. Its spin multiplicity is 1. The LUMO energy (alpha / beta) is -1.22 / 0.26 eV.

Each line ends with the Löwdin charge.
Atoms and positions in Å:
C1 -3.16446 -1.20052 -0.06222  -0.148
O1 -1.35469 2.04278 0.58023  -0.540
O2 4.50729 0.50710 0.32776  -0.080
O3 -2.64536 -0.09192 0.41023  -0.448
O4 3.24847 0.30306 -0.34965  -0.102
S1 -1.49682 0.95071 -0.35513  0.934
H1 -2.73675 -1.73496 -1.04528  0.109
H2 2.54503 0.16134 0.30816  0.089
H3 -3.94757 -1.69521 0.62803  0.094
H4 5.04486 0.75760 -0.44213  0.092

Cartesian forces, eV/Å:
C -0.45 -2.42 -1.14
O 0.22 0.64 0.39
O -0.46 -0.08 0.20
O 0.79 0.94 -0.44
O -0.28 -0.07 -0.89
S -1.02 -1.44 0.16
H -1.05 1.39 2.43
H 1.00 0.22 0.46
H 1.54 0.89 -1.40
H -0.27 -0.07 0.24


# 2
DFT (ωB97M-V/def2-TZVPD) results for an isolated molecule of C13H11ClF3N3O3 in a non-equilibrium geometry.

Its structure (SMILES) is COC(=O)C1=C(C)NC(=O)[C@]1(Nc1ccc(Cl)cn1)C(F)(F)F. Its electronic energy is -1651.69341 a.u. Its spin multiplicity is 1. The LUMO energy is 0.39 eV.

Each line ends with the Löwdin charge.
Atoms and positions in Å:
C1 -0.96295 -3.85572 0.87363  -0.003
O1 -0.79362 -2.39209 0.87919  0.003
C2 -1.69526 -1.66851 0.27766  -0.546
O2 -2.62229 -1.98386 -0.40307  0.163
C3 -1.54486 -0.23617 0.32988  -0.087
C4 -2.26165 0.51270 1.18970  -0.205
C5 -3.36621 0.10778 2.13814  0.022
N1 -1.80005 1.80376 1.08831  0.150
C6 -0.82063 1.90734 0.18990  -0.363
O3 -0.38171 3.02575 -0.11013  0.078
C7 -0.44898 0.50445 -0.41823  -0.104
N2 0.84556 -0.16502 -0.11151  0.142
C8 1.97462 0.46998 -0.40161  -0.352
C9 2.52667 1.53708 0.17344  -0.036
C10 3.81836 1.90751 -0.08893  -0.055
C11 4.44578 1.24093 -1.16468  -0.575
Cl1 5.99331 1.80335 -1.87870  0.590
C12 3.75076 0.25853 -1.91353  -0.111
N3 2.64902 -0.30291 -1.34321  0.148
C13 -1.06036 0.46967 -1.90220  -0.429
F1 -2.36536 0.91543 -1.97779  0.128
F2 -0.46438 1.47383 -2.61216  0.117
F3 -0.96103 -0.71433 -2.59603  0.141
H1 -1.14459 -4.29942 -0.08009  0.073
H2 0.11020 -4.20798 1.14053  0.126
H3 -1.76699 -4.21307 1.54879  0.102
H4 -3.49138 -0.96872 2.08633  0.081
H5 -3.04182 0.31916 3.18085  0.098
H6 -4.31464 0.60576 2.01570  0.083
H7 -2.08270 2.64162 1.67250  0.213
H8 0.90371 -1.09149 -0.46414  0.123
H9 2.01931 1.86435 1.03206  0.112
H10 4.22080 2.81356 0.39115  0.126
H11 4.13336 -0.08322 -2.74173  0.047

Cartesian forces, eV/Å:
C 2.20 -0.22 0.98
O 0.16 -2.01 0.54
C -0.75 1.45 -1.37
O -1.38 -2.79 -0.46
C 0.65 0.35 2.52
C -0.21 -1.23 -0.50
C 1.46 -0.08 0.74
N -1.23 1.69 1.96
C 2.45 3.92 -1.51
O 0.04 -2.21 0.08
C -2.71 -1.62 0.85
N -4.51 1.58 1.37
C 3.76 -3.26 -3.94
C 0.39 0.74 1.60
C 1.06 0.39 -1.67
C -0.22 1.06 -1.03
Cl -0.92 -0.24 0.71
C -2.11 1.65 7.49
N 0.52 2.56 -1.46
C 0.34 2.12 -1.63
F 0.87 -1.47 0.96
F 0.79 -1.21 -0.11
F 0.05 1.67 1.46
H -0.36 0.38 -0.98
H -2.12 0.42 0.09
H 0.73 0.56 -0.09
H -0.24 -0.06 -0.14
H -0.10 -0.01 -0.52
H -0.21 0.22 -0.47
H 0.48 -1.64 -1.33
H -0.41 -0.79 -0.45
H -0.60 1.18 0.83
H 0.18 -0.86 -0.20
H 1.95 -2.27 -4.30


# 3
DFT (ωB97M-V/def2-TZVPD) results for C7H15N as an isolated structure in a non-equilibrium geometry.

As for the energy above the lowest of the compared OMol25 structures with the same formula, charge and spin: 3.069 eV. Its electronic energy is -330.35514 a.u. Its spin multiplicity is 1. The LUMO energy is 0.86 eV.

Each line ends with the Löwdin charge.
Atoms and positions in Å:
C1 -0.62819 -0.50835 1.59896  -0.323
C2 -1.22977 0.81257 2.03267  -0.103
C3 -1.45682 -1.54200 1.17300  -0.065
H1 0.23234 -0.80383 2.19902  0.113
H2 0.12178 -0.12526 0.37769  0.115
H3 -2.50775 -1.35509 0.99147  0.063
H4 -1.54824 0.77184 3.07599  0.077
H5 -2.09791 1.06268 1.42021  0.076
H6 -0.50714 1.62391 1.92897  0.070
H7 -0.92471 -1.60316 -0.64511  0.065
H8 -1.17476 -2.57436 1.33029  0.059
C4 1.77792 -0.87494 -0.94509  -0.061
C5 0.44678 -0.15290 -0.94797  -0.504
C6 0.42582 1.26506 -1.35643  -0.150
C7 1.47884 2.05866 -1.53605  0.012
N1 -0.59261 -0.94425 -1.44721  0.041
H9 -1.42691 -0.38975 -1.62068  0.079
H10 -0.57139 1.67393 -1.49674  0.101
H11 2.52088 -0.34184 -0.35339  0.074
H12 1.65543 -1.88108 -0.54375  0.078
H13 2.15545 -0.97013 -1.96578  0.086
H14 1.35475 3.09475 -1.81616  0.049
H15 2.49619 1.70356 -1.45393  0.050

Cartesian forces, eV/Å:
C -1.46 -1.35 0.89
C 0.27 0.22 -0.58
C 0.60 0.85 0.86
H 0.23 0.02 -0.41
H 0.79 0.40 -1.87
H 0.00 0.06 -0.20
H 0.05 -0.10 -0.05
H -0.03 -0.01 0.03
H -0.04 0.05 0.05
H 0.46 0.66 -0.99
H 0.13 -0.05 -0.22
C -0.04 0.15 -0.18
C -0.14 -0.14 2.22
C 0.11 0.20 -0.05
C -0.16 -0.14 -0.14
N -0.81 -0.96 0.59
H 0.09 0.11 -0.17
H -0.03 0.09 0.03
H 0.00 -0.02 0.07
H -0.01 0.01 0.05
H 0.01 -0.02 -0.02
H -0.06 0.04 0.01
H 0.04 -0.08 0.09


# 4
DFT (ωB97M-V/def2-TZVPD) results for a 2-piece molecular cluster, C3H4O2 overall in a non-equilibrium geometry.

As for the energy above the lowest of the compared OMol25 structures with the same formula, charge and spin: 9.444 eV. Its electronic energy is -266.84571 a.u. Its spin multiplicity is 1. The LUMO energy (alpha / beta) is -0.11 / -0.11 eV.

Each line ends with the Löwdin charge.
Atoms and positions in Å:
C1 -2.49173 1.18560 -1.49140  -0.139
C2 -1.83201 0.75143 -0.48127  0.048
C3 1.33417 -1.04610 1.21778  0.029
O1 3.40008 -0.12627 1.19687  -0.147
O2 2.38920 -0.84071 1.75833  -0.118
H1 -1.46006 1.10460 -2.01255  0.079
H2 -3.29577 1.55164 -2.05893  0.039
H3 0.90459 -1.92931 1.63579  0.103
H4 1.05154 -0.65088 0.23538  0.107

Cartesian forces, eV/Å:
C 1.76 -0.61 0.90
C -0.52 0.33 -0.96
C -1.79 -1.03 -2.20
O -0.59 0.46 -0.07
O 3.38 0.42 1.42
H -0.37 -0.03 0.40
H -0.82 0.28 -0.33
H -1.28 -0.05 0.45
H 0.22 0.23 0.41